The following is a quantum chemistry calculation of an isolated ion of composition C4H10N3 and charge +1 at a distorted geometry, from the OMol25 dataset.

The calculation puts the LUMO energy at -3.73 eV. As for the SMILES: C[N+]1(C)CN=NC1. The orbital gap comes out at 10.72 eV. The calculation puts the HOMO energy at -14.45 eV. As for the electronic energy: -322.326573 Eh. The energy above the lowest of the compared OMol25 structures with the same formula, charge and spin comes out at 351.8 kJ/mol.

The geometry in ORCA input format:
```
! RIJCOSX wB97M-V def2-TZVPD def2/J DEFGRID3
* xyz 1 1
H 0.44628 -1.85538 -0.77228
C -0.92164 0.02806 1.21617
H 0.86629 2.03279 -0.82678
C -0.99856 0.03592 -1.29288
H 0.88863 1.67266 1.02619
H -0.60643 0.68129 -2.02688
C 0.79551 -1.21921 0.04160
N -0.10185 0.01506 -0.05032
H -1.06548 -0.95858 -1.70386
C 1.01062 1.18616 -0.01223
N 2.16466 -0.68673 -0.14870
N 2.25983 0.51531 -0.06034
H -0.38649 -0.09367 2.11068
H -2.05477 0.20563 -1.09283
H -1.53207 -0.86849 1.20921
H -1.51782 0.86257 1.26736
H 0.75329 -1.55338 1.11587
*
```

Charges in e, computed with natural (NBO), in the same order as the atoms: 0.246 -0.405 0.275 -0.412 0.251 0.238 -0.123 -0.247 0.232 -0.122 -0.060 -0.075 0.234 0.252 0.233 0.232 0.251